<A>
The following is a quantum chemistry calculation of a gas-phase ion, C2H14NSi3 (charge +1), from the Open Molecules 2025 dataset.

Positions of all 20 atoms, in Å:
C  1.792  -0.827  -1.293
C  1.227  -0.342  0.113
N  2.457  0.094  1.009
Si  0.097  1.267  0.009
Si  -1.977  0.401  -0.635
Si  -3.740  -0.330  0.683
H  2.586  -0.253  -1.705
H  2.099  -1.798  -1.262
H  0.957  -0.808  -2.051
H  0.746  -1.256  0.432
H  2.977  -0.756  1.319
H  2.114  0.716  1.825
H  3.002  0.635  0.350
H  1.174  2.197  -0.756
H  0.356  2.007  1.426
H  -1.167  -0.824  -0.876
H  -2.436  1.234  -1.809
H  -3.089  -1.370  1.512
H  -5.043  -0.979  0.385
H  -4.132  0.992  1.325

Calculated values
HOMO energy (eV): -13.385
M (g/mol): 136.4
Net charge: +1
SMILES string: C[C@@H]([NH3+])[SiH2][SiH2][SiH3]
Gap between HOMO and LUMO (eV): 9.63


<B>
The following is a quantum chemistry calculation of a gas-phase ion, C2H14NSi3 (charge +1), from the Open Molecules 2025 dataset.

Positions of all 20 atoms, in Å:
C  1.785  -0.844  -1.271
C  1.327  -0.216  0.175
N  2.624  0.140  0.903
Si  0.111  1.289  0.037
Si  -1.977  0.308  -0.734
Si  -3.806  -0.267  0.724
H  2.770  -0.499  -1.643
H  1.756  -1.917  -1.061
H  0.974  -0.626  -2.066
H  0.778  -1.124  0.434
H  3.127  -0.673  1.210
H  2.519  0.792  1.807
H  3.265  0.765  0.371
H  0.832  2.507  -0.598
H  0.326  1.606  1.578
H  -1.965  -0.356  -2.039
H  -2.440  1.486  -1.490
H  -3.567  -1.420  1.581
H  -4.577  -0.675  -0.487
H  -4.507  0.849  1.451

Calculated values
HOMO energy (eV): -13.166
M (g/mol): 136.4
Net charge: +1
SMILES string: C[C@@H]([NH3+])[SiH2][SiH2][SiH3]
Gap between HOMO and LUMO (eV): 9.48


Which of them is most stable, and which least? Most stable: <A>; least stable: <B>.


<A>
The following is a quantum chemistry calculation of a molecular structure, C57H67O3P2Sr, from the Open Molecules 2025 dataset.

Positions of all 130 atoms, in Å:
Sr  -0.026  1.342  -0.739
C  2.519  2.774  0.688
C  2.074  4.148  0.771
C  1.681  4.385  2.120
C  2.023  3.220  2.854
C  2.508  2.244  2.004
C  2.873  0.809  2.384
C  3.674  0.775  3.685
C  1.555  0.005  2.559
C  3.687  0.148  1.265
C  0.544  5.251  2.764
C  0.976  5.796  4.124
C  0.014  6.399  1.907
C  -0.647  4.255  2.939
C  2.419  5.163  -0.372
C  3.272  6.286  0.217
C  1.195  5.775  -1.115
C  3.248  4.456  -1.462
H  3.380  2.540  0.075
H  1.920  3.133  3.937
H  3.091  1.186  4.519
H  4.585  1.374  3.579
H  3.961  -0.257  3.938
H  1.015  0.342  3.448
H  1.756  -1.074  2.659
H  0.936  0.171  1.697
H  4.599  0.717  1.058
H  3.099  0.081  0.360
H  3.992  -0.856  1.581
H  1.815  6.490  4.000
H  1.295  4.997  4.801
H  0.150  6.340  4.603
H  0.801  7.107  1.633
H  -0.742  6.953  2.476
H  -0.455  6.016  0.997
H  -0.587  3.734  3.900
H  -0.619  3.516  2.162
H  -1.615  4.788  2.913
H  2.722  6.834  0.986
H  3.579  6.996  -0.566
H  4.169  5.870  0.687
H  0.728  6.578  -0.551
H  0.471  4.998  -1.307
H  1.515  6.203  -2.075
H  4.218  4.132  -1.076
H  3.445  5.162  -2.277
H  2.717  3.598  -1.851
C  -0.382  -0.472  -2.223
O  0.612  0.495  -2.621
C  -0.156  1.516  -3.348
C  -1.184  2.227  -2.434
O  -0.635  3.197  -1.520
C  -1.709  3.304  -0.534
H  -0.944  -0.849  -3.067
H  -1.121  0.041  -1.556
H  0.025  -1.327  -1.691
H  -0.749  1.050  -4.117
H  0.528  2.223  -3.824
H  -1.609  1.419  -1.795
H  -1.993  2.646  -3.026
H  -1.963  2.254  -0.245
H  -2.596  3.721  -0.994
H  -1.393  3.910  0.313
O  -0.925  -2.303  0.472
C  -2.053  -2.603  -0.228
C  -2.259  -3.793  -0.831
C  -3.382  -3.991  -1.749
C  -4.394  -3.134  -1.753
C  -4.402  -2.028  -0.725
C  -2.979  -1.505  -0.477
P  -2.530  0.166  -0.252
C  -3.964  0.848  -1.313
C  -4.704  1.965  -0.898
C  -5.429  2.735  -1.810
C  -5.393  2.438  -3.159
C  -4.702  1.310  -3.599
C  -4.019  0.513  -2.683
C  -4.916  -2.595  0.653
C  -4.594  -1.973  1.860
C  -4.977  -2.532  3.076
C  -5.704  -3.715  3.102
C  -6.076  -4.313  1.905
C  -5.684  -3.760  0.690
C  -0.260  -3.466  0.947
C  -0.932  -4.174  1.933
C  -0.451  -5.401  2.348
C  0.670  -5.942  1.726
C  1.333  -5.214  0.752
C  0.918  -3.927  0.378
P  1.885  -2.937  -0.853
C  3.621  -3.257  -0.387
C  4.566  -2.720  -1.271
C  5.924  -2.872  -1.036
C  6.359  -3.513  0.120
C  5.431  -3.986  1.035
C  4.067  -3.860  0.787
C  1.672  -4.088  -2.299
C  0.388  -4.240  -2.815
C  0.120  -5.129  -3.849
C  1.150  -5.893  -4.392
C  2.437  -5.741  -3.898
C  2.699  -4.841  -2.866
H  -1.541  -4.594  -0.715
H  -3.352  -4.842  -2.419
H  -5.237  -3.240  -2.427
H  -5.055  -1.241  -1.019
H  -4.687  2.246  0.148
H  -5.977  3.602  -1.460
H  -5.870  3.097  -3.875
H  -4.626  1.091  -4.655
H  -3.461  -0.343  -3.037
H  -4.024  -1.058  1.867
H  -4.693  -2.044  4.001
H  -5.985  -4.164  4.048
H  -6.662  -5.225  1.911
H  -5.975  -4.249  -0.231
H  -1.853  -3.766  2.339
H  -0.969  -5.949  3.126
H  1.020  -6.932  1.993
H  2.177  -5.659  0.239
H  4.226  -2.161  -2.134
H  6.646  -2.478  -1.744
H  7.419  -3.619  0.316
H  5.767  -4.455  1.953
H  3.366  -4.214  1.528
H  -0.439  -3.674  -2.395
H  -0.893  -5.233  -4.224
H  0.946  -6.606  -5.182
H  3.248  -6.334  -4.307
H  3.713  -4.740  -2.504

Calculated values
HOMO energy (eV): -7.845
M (g/mol): 949.7
Net charge: +1
Gap between HOMO and LUMO (eV): 3.22


<B>
The following is a quantum chemistry calculation of a molecular structure, C57H67O3P2Sr, from the Open Molecules 2025 dataset.

Positions of all 130 atoms, in Å:
Sr  -0.680  0.145  -1.259
C  -0.966  -3.189  -1.585
C  -0.804  -3.359  -3.026
C  0.488  -3.872  -3.246
C  1.049  -4.167  -1.959
C  0.207  -3.741  -0.966
C  0.476  -3.738  0.536
C  1.102  -5.058  0.990
C  1.442  -2.561  0.830
C  -0.819  -3.494  1.319
C  1.542  -3.625  -4.367
C  2.389  -4.872  -4.627
C  0.998  -3.112  -5.698
C  2.423  -2.472  -3.776
C  -2.055  -3.324  -3.958
C  -2.170  -4.671  -4.677
C  -2.056  -2.167  -4.993
C  -3.331  -3.121  -3.117
H  -1.911  -3.447  -1.129
H  2.009  -4.662  -1.820
H  2.064  -5.227  0.494
H  0.437  -5.890  0.741
H  1.265  -5.051  2.076
H  2.432  -2.773  0.422
H  1.533  -2.393  1.914
H  1.041  -1.679  0.354
H  -1.563  -4.263  1.091
H  -1.213  -2.518  1.066
H  -0.606  -3.552  2.394
H  1.759  -5.672  -5.028
H  2.867  -5.240  -3.715
H  3.175  -4.654  -5.362
H  0.274  -3.805  -6.135
H  1.825  -3.010  -6.409
H  0.531  -2.134  -5.564
H  3.244  -2.878  -3.179
H  1.823  -1.845  -3.137
H  2.868  -1.869  -4.586
H  -1.295  -4.855  -5.305
H  -3.067  -4.699  -5.310
H  -2.228  -5.482  -3.946
H  -1.423  -2.379  -5.850
H  -1.718  -1.270  -4.488
H  -3.072  -2.009  -5.375
H  -3.509  -3.976  -2.463
H  -4.192  -3.047  -3.790
H  -3.244  -2.218  -2.526
C  -1.540  1.788  0.132
O  -2.473  0.909  -0.452
C  -2.780  1.534  -1.704
C  -1.576  1.612  -2.609
O  -1.205  0.402  -3.234
C  0.147  0.694  -3.596
H  -1.919  2.797  0.204
H  -0.658  1.838  -0.531
H  -1.222  1.500  1.119
H  -3.064  2.565  -1.543
H  -3.618  1.018  -2.181
H  -0.743  1.867  -1.941
H  -1.696  2.412  -3.326
H  0.623  1.090  -2.675
H  0.173  1.490  -4.324
H  0.642  -0.197  -3.985
O  1.128  1.366  1.877
C  1.102  2.735  1.743
C  0.789  3.604  2.733
C  0.576  5.014  2.436
C  0.996  5.535  1.286
C  1.794  4.660  0.351
C  1.248  3.231  0.387
P  1.055  2.194  -0.985
C  0.838  3.655  -2.179
C  1.440  3.682  -3.440
C  0.937  4.492  -4.460
C  -0.200  5.251  -4.259
C  -0.796  5.285  -3.001
C  -0.264  4.520  -1.971
C  3.282  4.587  0.837
C  4.109  3.518  0.493
C  5.396  3.415  1.010
C  5.881  4.391  1.868
C  5.088  5.488  2.172
C  3.798  5.586  1.664
C  1.275  0.902  3.213
C  2.482  1.199  3.833
C  2.655  0.920  5.175
C  1.599  0.397  5.910
C  0.406  0.088  5.281
C  0.232  0.275  3.904
P  -1.327  -0.247  3.054
C  -1.719  -1.866  3.809
C  -2.961  -2.388  3.427
C  -3.390  -3.614  3.910
C  -2.557  -4.363  4.732
C  -1.297  -3.885  5.056
C  -0.874  -2.642  4.597
C  -2.467  0.878  4.010
C  -2.329  2.255  3.847
C  -3.092  3.155  4.580
C  -4.020  2.688  5.503
C  -4.179  1.321  5.666
C  -3.419  0.422  4.923
H  0.601  3.252  3.739
H  0.054  5.612  3.174
H  0.833  6.576  1.032
H  1.788  5.053  -0.643
H  2.289  3.035  -3.623
H  1.410  4.474  -5.435
H  -0.650  5.788  -5.086
H  -1.716  5.832  -2.839
H  -0.740  4.521  -1.011
H  3.751  2.743  -0.165
H  6.010  2.560  0.749
H  6.875  4.302  2.290
H  5.464  6.268  2.824
H  3.190  6.443  1.924
H  3.262  1.686  3.256
H  3.600  1.144  5.654
H  1.702  0.237  6.977
H  -0.427  -0.276  5.870
H  -3.573  -1.830  2.728
H  -4.367  -3.994  3.634
H  -2.881  -5.330  5.097
H  -0.632  -4.484  5.668
H  0.121  -2.301  4.841
H  -1.597  2.654  3.157
H  -2.953  4.222  4.438
H  -4.600  3.384  6.096
H  -4.895  0.943  6.388
H  -3.569  -0.638  5.066

Calculated values
HOMO energy (eV): -7.784
M (g/mol): 949.7
Net charge: +1
Gap between HOMO and LUMO (eV): 3.04


Which of them is most stable, and which least? Most stable: <A>; least stable: <B>.